one) 9
Properties=species:S:1:pos:R:3 method="wB97M-V/def2-TZVPD" e_homo_ev="-8.9 / -10.1" homo_lumo_gap_ev="8.03 / 10.20" charge=0
C 1.37320 -0.06685 -0.20268
C -1.76093 0.05222 0.29598
O 0.29353 -0.58465 -0.81525
H 1.99891 -0.66925 0.56972
H 1.24098 0.99899 -0.00595
H 2.16002 0.02922 -0.94021
H -1.42187 0.21705 1.24033
H -2.14078 -0.89785 0.07834
H -1.74305 0.92112 -0.22027

=====

two) 9
Properties=species:S:1:pos:R:3 method="wB97M-V/def2-TZVPD" e_homo_ev="-10.3 / -8.9" homo_lumo_gap_ev="10.08 / 8.01" charge=0
C -0.89487 -0.36703 0.16506
C 0.01261 0.77014 0.15461
O 1.91592 -0.15087 -0.96875
H -0.85360 -1.09498 -0.76221
H -0.85576 -1.00479 0.99909
H -1.97521 0.10464 0.31615
H 0.81464 0.91548 0.86451
H -0.45728 1.54446 -0.44080
H 2.29355 -0.71705 -0.32766

=====

Energies relative to the most stable structure are one) 12.1; two) 0.0, reported in kcal/mol.